# 1
54
Properties=species:S:1:pos:R:3 method="wB97M-V/def2-TZVPD" smiles="O=C(Cn1ccc2cc(S(=O)(=O)N3CCCCC3)ccc21)NCc1ccccc1F" gap_ev=9.1209 e_tot_ha=-1740.81502 homo_energy_ev=-8.44
O 3.136 4.469 -0.190
C 2.586 3.774 -1.012
N 1.274 3.843 -1.315
H 0.888 3.165 -1.957
C 0.319 4.477 -0.427
C -0.225 3.455 0.541
C 0.034 3.512 1.903
C -0.420 2.518 2.753
C -1.140 1.444 2.258
C -1.411 1.364 0.902
C -0.947 2.364 0.073
F -1.194 2.271 -1.261
H -1.962 0.541 0.479
H -1.460 0.653 2.918
H -0.203 2.576 3.808
H 0.606 4.341 2.291
H 0.843 5.268 0.110
H -0.485 4.907 -1.031
C 3.346 2.726 -1.846
N 2.578 1.521 -1.991
C 2.095 0.772 -0.954
C 2.260 0.926 0.420
C 1.650 0.002 1.239
C 0.893 -1.041 0.702
C 0.716 -1.205 -0.648
C 1.320 -0.283 -1.504
C 1.358 -0.119 -2.916
C 2.122 0.980 -3.163
H 2.389 1.426 -4.103
H 0.879 -0.741 -3.644
H 0.126 -2.024 -1.026
S 0.223 -2.237 1.855
O 1.240 -3.219 2.106
O -0.331 -1.526 2.976
N -1.005 -2.954 0.989
C -0.897 -4.342 0.608
C -1.667 -4.567 -0.693
C -3.119 -4.124 -0.521
C -3.171 -2.672 -0.049
C -2.360 -2.526 1.237
H -2.320 -1.492 1.578
H -2.817 -3.131 2.035
H -2.747 -2.023 -0.817
H -4.203 -2.366 0.130
H -3.659 -4.233 -1.464
H -3.605 -4.762 0.221
H -1.203 -3.989 -1.494
H -1.620 -5.623 -0.964
H 0.164 -4.566 0.497
H -1.308 -4.991 1.396
H 1.736 0.062 2.312
H 2.842 1.736 0.830
H 3.560 3.138 -2.835
H 4.296 2.526 -1.339

# 2
13
Properties=species:S:1:pos:R:3 method="wB97M-V/def2-TZVPD" gap_ev=9.1870 e_tot_ha=-696.90481 homo_energy_ev=-8.89
C 0.204 1.072 -0.786
C 0.134 -1.133 0.126
H 0.832 0.299 1.560
H 2.060 1.377 1.533
H -0.191 1.750 -1.628
H -2.389 0.053 -1.918
H 1.146 -1.194 0.060
H -1.440 -2.306 0.450
N 1.611 0.714 1.044
N 1.229 1.467 -0.101
N -0.502 -0.017 -0.329
N -0.453 -2.255 0.414
S -2.241 0.174 -0.426

# 3
58
Properties=species:S:1:pos:R:3 method="wB97M-V/def2-TZVPD" charge=-1 gap_ev=5.0522 e_tot_ha=-1569.80055 homo_energy_ev=-2.79
O -0.107 0.305 -2.928
C 1.249 0.604 -3.594
C 0.666 1.778 -4.374
H 1.544 -0.272 -4.194
H 1.950 0.900 -2.793
C -0.615 1.630 -3.529
H 0.574 1.542 -5.436
H 1.202 2.729 -4.268
C -1.993 1.466 -4.165
H -2.005 0.789 -5.047
H -2.353 2.482 -4.462
H -2.689 1.078 -3.406
C -0.605 2.703 -2.454
H 0.352 2.767 -1.936
H -1.366 2.530 -1.684
H -0.796 3.691 -2.918
Be -0.264 -1.283 -2.373
C 0.688 1.866 1.514
C 1.326 0.603 1.344
C 2.119 0.661 0.156
H 1.240 -0.251 2.011
C 1.962 1.960 -0.410
C 1.093 2.714 0.439
H 0.813 3.765 0.291
H 0.016 2.143 2.329
H 2.726 -0.142 -0.261
H 2.436 2.321 -1.324
C -1.395 -1.083 0.603
C -1.869 0.187 0.166
C -2.333 0.046 -1.143
H -1.885 1.099 0.773
C -1.929 -1.269 -1.665
C -1.444 -1.972 -0.484
H -1.304 -3.051 -0.411
H -1.112 -1.306 1.628
H -3.051 0.735 -1.589
H -2.298 -1.739 -2.592
O 0.360 -2.086 -5.061
C -0.399 -1.511 -6.152
C 0.261 -1.823 -7.522
H -0.452 -0.419 -6.030
H -1.432 -1.903 -6.136
C 1.294 -2.927 -7.216
H 0.764 -0.934 -7.937
H -0.466 -2.158 -8.277
C 1.171 -3.153 -5.690
H 2.311 -2.626 -7.500
H 1.050 -3.833 -7.779
H 2.162 -3.199 -5.218
H 0.659 -4.115 -5.514
C 1.611 -2.884 0.441
S 1.555 -3.309 -1.291
O 2.920 -3.474 -1.733
O 0.608 -4.393 -1.458
O 1.001 -2.017 -1.992
H 2.191 -3.656 0.951
H 0.621 -2.892 0.890
H 2.059 -1.904 0.587

# 4
29
Properties=species:S:1:pos:R:3 method="wB97M-V/def2-TZVPD" gap_ev=8.7892 e_tot_ha=-408.94316 homo_energy_ev=-7.88
C -0.059 0.161 0.477
C -2.008 -0.366 0.094
C 0.199 -0.362 1.880
C 0.125 1.661 0.361
C -2.356 -0.807 -1.309
C -2.873 0.780 0.568
C 3.076 0.585 -0.752
N 0.401 -0.639 -0.526
C 2.239 -0.644 -0.612
C 2.756 -1.870 -0.631
H 0.133 -0.368 -1.467
H -2.075 -1.215 0.776
H -0.519 0.064 2.588
H 0.124 -1.451 1.903
H 1.206 -0.094 2.206
H 1.092 1.981 0.754
H 0.004 2.007 -0.668
H -0.595 2.186 0.995
H -2.154 -0.017 -2.040
H -3.426 -1.049 -1.397
H -1.819 -1.715 -1.595
H -2.761 1.660 -0.074
H -3.939 0.507 0.549
H -2.646 1.067 1.598
H 2.741 1.184 -1.605
H 4.134 0.351 -0.944
H 3.035 1.213 0.142
H 3.825 -2.052 -0.758
H 2.141 -2.758 -0.513